Version one
Density functional theory data (ωB97M-V/def2-TZVPD) for C10H19N3O4 as an isolated structure.

```
! wB97M-V def2-TZVPD RIJCOSX def2/J DEFGRID3
* xyz 0 1
O 3.733 1.851 -0.213
O -0.690 1.062 -0.088
O 4.035 -1.233 0.219
O 2.235 -2.645 -0.244
N 1.886 2.891 -0.181
N -1.493 -2.481 -0.083
N 0.301 -0.975 -0.252
C -2.074 -1.059 -0.371
C 1.698 -0.383 -0.334
C -0.769 -0.269 -0.342
C -3.370 -0.539 0.390
C 1.838 0.644 0.913
C -3.852 1.772 -0.625
C 2.577 1.769 0.203
C 2.730 -1.571 -0.119
C -3.250 0.355 1.757
C -4.185 0.209 -0.733
H 2.379 0.162 1.753
H -3.487 2.212 0.329
H -2.460 -1.098 -1.451
H -5.488 -0.031 -0.831
H -3.723 -0.180 -1.905
H -4.222 -1.349 0.475
H -2.707 -2.862 0.223
H 0.960 2.813 -0.276
H 0.747 1.022 1.086
H 4.027 -0.300 -0.194
H -4.719 2.483 -0.926
H -0.799 -2.482 0.973
H 2.385 3.680 -0.622
H -2.475 -0.039 2.475
H 0.280 -2.005 -0.181
H 1.968 0.193 -1.202
H -2.966 1.795 -1.372
H -4.187 0.596 1.998
H -2.941 1.481 1.438
*
```

Gap between HOMO and LUMO, eV: 10.25
LUMO, eV: 0.528
HOMO level, eV: -9.720

Version two
Density functional theory data (ωB97M-V/def2-TZVPD) for one molecule with the formula C10H19N3O4.

```
! wB97M-V def2-TZVPD RIJCOSX def2/J DEFGRID3
* xyz 0 1
O -1.583 2.942 0.291
O 0.913 2.204 0.688
O -2.430 -1.225 1.434
O 0.598 1.383 2.739
N -2.767 1.875 1.847
N -0.203 -0.899 1.210
N -2.548 -1.198 -1.367
C 1.917 -1.995 -2.092
C -2.749 1.011 -0.408
C 1.706 -0.302 -0.324
C -1.500 -0.778 0.816
C -2.310 2.042 0.583
C 0.890 1.218 1.579
C 3.121 0.409 -0.352
C -1.795 -0.167 -0.579
C 1.047 -0.183 1.053
C 2.022 -1.774 -0.597
H 0.706 3.006 1.133
H 1.080 0.162 -1.147
H 3.608 0.150 0.594
H -2.384 2.312 2.696
H 0.844 -1.945 -2.388
H 3.070 1.550 -0.500
H -2.974 1.570 -1.311
H 2.419 -1.167 -2.669
H 3.012 -2.031 -0.270
H -2.759 -0.617 -2.215
H -3.720 0.535 -0.101
H 1.676 -0.546 1.828
H -1.872 -1.968 -1.616
H 1.271 -2.396 -0.089
H -3.372 1.044 2.059
H -0.259 -1.381 2.114
H 2.515 -2.937 -2.435
H 3.647 -0.070 -1.171
H -0.835 0.165 -1.033
*
```

Gap between HOMO and LUMO, eV: 10.54
LUMO, eV: 0.728
HOMO level, eV: -9.810

The most stable of them is version two.

Version one
Density functional theory data (ωB97M-V/def2-TZVPD) for an isolated ion of composition C5H11NO and charge +1.

```
! wB97M-V def2-TZVPD RIJCOSX def2/J DEFGRID3
* xyz 1 2
O -1.063 0.240 -2.416
N 0.624 0.937 0.785
C -0.256 1.069 -1.610
C -0.355 0.485 -0.185
C 0.812 -0.091 1.794
C 0.329 -1.419 1.185
C -0.244 -1.030 -0.218
H -0.518 -1.780 1.756
H -1.344 0.807 0.195
H 0.296 1.846 1.122
H -1.209 -1.499 -0.317
H -0.626 2.088 -1.751
H 1.878 -0.157 2.041
H 0.367 -1.343 -1.060
H 0.816 1.076 -1.853
H -1.042 0.601 -3.310
H 1.153 -2.121 1.144
H 0.381 0.294 2.700
*
```

Gap between HOMO and LUMO (alpha / beta), eV: 11.39 / 6.59
LUMO (alpha / beta), eV: -3.295 / -8.074
HOMO level (alpha / beta), eV: -14.681 / -14.666

Version two
Density functional theory data (ωB97M-V/def2-TZVPD) for a 2-piece molecular cluster, C5H11NO overall.

```
! wB97M-V def2-TZVPD RIJCOSX def2/J DEFGRID3
* xyz 1 2
O -2.539 -3.282 3.140
N 1.820 -1.233 -0.374
C -0.949 0.965 -0.693
C 1.242 -0.172 -0.954
C 1.937 0.934 -1.446
C -0.531 2.053 0.251
C -0.205 -0.133 -0.975
H -2.644 -2.612 3.824
H -0.115 1.579 1.133
H -0.050 2.872 -0.279
H 1.425 -2.153 -0.513
H 3.014 0.953 -1.390
H -1.916 1.081 -1.159
H 1.423 1.773 -1.882
H -1.409 2.490 0.682
H 2.829 -1.282 -0.444
H -0.758 -1.037 -1.231
H -2.574 -2.797 2.309
*
```

Gap between HOMO and LUMO (alpha / beta), eV: 9.22 / 6.38
LUMO (alpha / beta), eV: -4.615 / -7.453
HOMO level (alpha / beta), eV: -13.834 / -13.834

The most stable of them is version one.